1.
C5H9NO in the gas phase, computed with the ωB97M-V functional and the def2-TZVPD basis.

Gap between HOMO and LUMO = 0.380 Eh
Total energy = -8867.235 eV
Net charge = 0
Molar mass = 99.1 g mol⁻¹
SMILES = CC(=O)[C@@H]1CN1C

Each line ends with the Löwdin charge.
Cartesian coordinates (Å):
C -0.9298 1.0870 1.7196  -0.093
N -0.5841 0.1245 0.6925  -0.133
C 0.5062 -0.7503 1.0244  -0.096
C 0.6842 0.3424 0.0175  -0.209
C 0.7160 0.1327 -1.4721  -0.400
O 1.5238 0.7419 -2.1427  0.074
C -0.2985 -0.8107 -2.0725  -0.012
H -0.0816 1.2830 2.3968  0.082
H -1.7572 0.6932 2.3150  0.084
H -1.2448 2.0231 1.2531  0.087
H 0.9846 -0.5586 1.9897  0.109
H 0.4191 -1.7963 0.7359  0.108
H 1.3075 1.1782 0.3367  0.147
H -0.2801 -0.7098 -3.1580  0.083
H -0.0686 -1.8492 -1.8071  0.086
H -1.2931 -0.5887 -1.6769  0.081

=====

2.
A molecular structure, C20H18AlN6Te in a non-equilibrium geometry, computed with the ωB97M-V functional and the def2-TZVPD basis.

Gap between HOMO and LUMO = 0.175 Eh
Total energy = -43837.209 eV
Net charge = +3
Molar mass = 497.0 g mol⁻¹

Each line ends with the Löwdin charge.
Cartesian coordinates (Å):
Al -0.3486 -2.1392 0.2540  0.481
C -1.2971 -2.2423 4.4571  -0.016
C -1.1287 -2.6710 3.1421  -0.023
N -0.7104 -1.8141 2.1883  0.031
C -0.4709 -0.5122 2.5515  -0.112
C -0.6413 -0.1384 3.8915  0.012
N -1.0416 -0.9931 4.8056  0.166
C 0.0497 0.3353 1.4799  -0.127
C 0.3190 1.6952 1.4776  0.118
C 0.9830 2.2711 0.3770  -0.070
C 1.4332 1.4277 -0.6563  0.123
C 1.0780 0.0896 -0.6336  -0.130
N 0.3382 -0.4063 0.3853  0.062
C 1.4458 -0.9681 -1.5657  -0.110
C 2.3592 -0.8732 -2.6244  0.013
N 2.6952 -1.9142 -3.3498  0.169
C 2.1502 -3.0899 -3.0792  -0.018
C 1.2262 -3.2382 -2.0505  -0.021
N 0.8776 -2.1819 -1.2898  0.045
C 1.1948 3.7276 0.3048  -0.179
C 0.1449 4.5971 0.6281  0.012
C 0.3657 5.9661 0.5148  -0.089
N 1.5248 6.4259 0.1297  0.102
C 2.5357 5.6591 -0.1791  -0.085
C 2.4143 4.2724 -0.1157  0.016
H -1.6313 -2.9054 5.2458  0.148
H -1.3177 -3.7025 2.8585  0.134
H -0.4256 0.8660 4.2304  0.147
H 0.0346 2.3213 2.3082  0.145
H 2.0148 1.8371 -1.4676  0.143
H 2.8348 0.0632 -2.8794  0.147
H 2.4567 -3.9272 -3.6899  0.146
H 0.7784 -4.1959 -1.7995  0.136
H -0.8245 4.2339 0.9340  0.118
H -0.4012 6.6922 0.7459  0.129
H 3.4531 6.1529 -0.4751  0.132
H 3.2728 3.6590 -0.3423  0.120
C -3.5227 -1.2775 -1.4621  -0.319
Te -2.7800 -3.0137 -0.4150  1.427
C -2.6035 -4.1278 -2.2517  -0.321
H -2.9480 -1.1223 -2.3726  0.034
H -3.4996 -0.3897 -0.8348  0.026
H -4.5591 -1.5121 -1.7184  0.043
H -3.5737 -4.0252 -2.7443  0.043
H -2.4405 -5.1778 -2.0243  0.032
H -1.8140 -3.7316 -2.8890  0.022

=====

3.
C11H15O2P in the gas phase in a non-equilibrium geometry, computed with the ωB97M-V functional and the def2-TZVPD basis.

Gap between HOMO and LUMO = 0.354 Eh
Total energy = -25030.241 eV
Net charge = 0
Molar mass = 210.2 g mol⁻¹
SMILES = CC#CCCCC1=C(P)CCC(=O)O1

Each line ends with the Löwdin charge.
Cartesian coordinates (Å):
C -1.1644 -0.1233 -2.4764  -0.095
C -1.5955 0.2394 -1.4308  -0.075
C 1.1755 -2.4864 1.3954  -0.404
C 0.1050 -0.3833 1.6331  -0.311
C -2.2252 0.9104 -0.3134  -0.215
C 1.7677 -1.8255 0.2055  -0.135
C -1.2101 0.2035 1.9865  -0.147
C -2.3410 0.0661 0.9371  -0.176
C 2.2551 -0.5009 0.5091  -0.226
C 1.0718 0.2796 0.9937  -0.422
C -0.5103 -0.7679 -3.6182  -0.080
O 1.4199 -3.6198 1.8097  0.113
O 0.1301 -1.7428 1.9299  0.088
P 1.0530 2.1790 1.0854  0.861
H -1.6783 1.9364 -0.0522  0.131
H -3.2913 1.2241 -0.6831  0.148
H 2.6060 -2.5447 0.0301  0.150
H 0.9642 -1.8304 -0.5522  0.151
H -1.4434 -0.1953 3.0086  0.143
H -1.0390 1.2406 2.1249  0.040
H -3.2208 0.4189 1.2628  0.065
H -2.3382 -0.9800 0.7250  0.115
H 2.9873 -0.5092 1.3432  0.142
H 2.6880 -0.0410 -0.3890  0.123
H -0.8161 -1.8326 -3.5314  0.098
H 0.4572 -0.6593 -3.3904  0.021
H -0.9195 -0.2307 -4.4946  0.094
H 0.7384 2.5548 -0.2212  -0.133
H 2.5536 2.2073 1.0924  -0.064

=====

4.
6 unconnected molecules or ions with the total composition C2H14O5 in a non-equilibrium geometry, computed with the ωB97M-V functional and the def2-TZVPD basis.

Gap between HOMO and LUMO = 0.377 Eh
Total energy = -12537.640 eV
Net charge = 0
Molar mass = 118.1 g mol⁻¹
SMILES = C=C.O.O.O.O.O

Each line ends with the Löwdin charge.
Cartesian coordinates (Å):
C -1.7176 1.4391 -2.6449  -0.078
C -0.6595 2.1748 -2.3377  -0.087
H -1.6069 0.5397 -3.2388  0.042
H -2.7382 1.7603 -2.4771  0.045
H 0.3212 1.8129 -2.6314  0.040
H -0.6259 2.9501 -1.5828  0.045
H 0.5206 0.6195 2.1327  -0.005
H -0.1501 0.9007 3.4735  0.052
O -0.2928 0.9937 2.5135  -0.069
H 2.1945 -0.0282 0.3164  0.020
H 1.5319 1.3765 0.4182  0.034
O 2.1203 0.7730 0.8603  -0.045
H 1.6786 -1.9131 -2.4254  0.044
H 1.2540 -1.5642 -0.9803  0.010
O 1.9161 -1.3878 -1.6521  -0.057
H 2.2493 -2.8262 2.0229  0.056
H 0.8773 -2.2722 1.9393  0.021
O 1.6078 -2.4936 1.3801  -0.034
H -3.0877 -1.6918 1.5621  0.026
H -2.2516 -0.4260 1.7348  -0.012
O -3.1413 -0.7375 1.6167  -0.049

=====

Computed E_HOMO, in the same sequence as the records: -9.397; -16.370; -8.996; -10.130 eV.